No. 1
This record from OMol25 describes a 2-piece molecular cluster, C14H16 overall at a distorted geometry. The level of theory is ωB97M-V with the def2-TZVPD basis set.

XYZ file:
```
30
Properties=species:S:1:pos:R:3:nbo_charge:R:1
C 0.453 -0.023 -1.646 -0.6970
C -1.505 -2.648 -3.433 -0.1701
C -1.282 -1.487 -2.766 -0.1799
C -0.656 -3.780 -3.243 0.0308
C 0.004 -1.344 -2.134 0.2489
C 0.576 -3.682 -2.568 -0.1948
C 0.936 -2.421 -2.145 -0.1431
H -2.405 -2.740 -3.992 0.2490
H -2.053 -0.744 -2.635 0.2562
H -1.057 -4.713 -3.605 0.2436
H 0.940 -4.572 -2.095 0.2604
H 0.500 0.589 -2.557 0.2936
H 1.277 -0.126 -0.952 0.2560
H 1.960 -2.225 -1.850 0.2484
H -0.313 0.480 -1.043 0.2864
C 1.008 4.002 2.489 -0.6375
C 0.531 0.431 1.547 -0.2338
C -0.532 0.040 2.390 -0.2303
C 0.764 1.779 1.433 -0.2149
C 0.282 2.689 2.417 -0.0020
C -1.103 0.895 3.286 -0.1974
C -0.583 2.204 3.362 -0.2023
H 1.038 -0.386 1.056 0.1944
H -0.823 -1.004 2.338 0.2084
H 1.172 2.220 0.527 0.2018
H -1.953 0.668 3.915 0.2275
H 1.714 3.916 3.321 0.2328
H 0.405 4.848 2.824 0.2264
H -0.807 2.862 4.194 0.2183
H 1.511 4.275 1.566 0.2202
```

Output
HOMO (alpha / beta)	-11.31 / -11.31	eV
net charge	+1
total energy	-542.701358	Eh
⟨S²⟩	0.7682
HOMO-LUMO gap (alpha / beta)	7.08 / 3.19	eV
energy above the lowest of the compared OMol25 structures with the same formula, charge and spin	1.4207	eV
spin multiplicity	2

***

No. 2
This record from OMol25 describes a 2-piece molecular cluster, C14H16 overall at a distorted geometry. The level of theory is ωB97M-V with the def2-TZVPD basis set.

XYZ file:
```
30
Properties=species:S:1:pos:R:3:nbo_charge:R:1
C -0.420 -3.612 -0.999 -0.6883
C 1.371 -1.539 1.597 -0.1988
C 1.118 -2.155 0.409 -0.1413
C 0.740 -1.970 2.775 0.0425
C 0.102 -3.152 0.301 0.2503
C -0.301 -2.949 2.666 -0.1431
C -0.541 -3.595 1.495 -0.2076
H 2.036 -0.687 1.629 0.2583
H 1.693 -1.765 -0.424 0.2549
H 1.120 -1.693 3.747 0.2491
H -0.960 -3.124 3.505 0.2541
H 0.416 -3.765 -1.687 0.2695
H -1.029 -2.871 -1.531 0.2936
H -1.364 -4.291 1.475 0.2522
H -0.953 -4.553 -0.875 0.2531
C 1.259 2.897 -2.597 -0.6333
C -1.596 2.758 0.604 -0.2274
C -1.919 2.245 -0.646 -0.2079
C -0.295 3.165 0.830 -0.2039
C -1.000 2.292 -1.680 -0.2114
C 0.630 3.246 -0.203 -0.2231
C 0.307 2.716 -1.450 -0.0238
H -2.296 2.741 1.430 0.2160
H -2.893 1.798 -0.786 0.2127
H -0.016 3.444 1.842 0.2108
H -1.309 1.902 -2.645 0.2114
H 1.560 3.743 0.025 0.2177
H 0.763 3.082 -3.556 0.2260
H 1.824 1.998 -2.874 0.2136
H 1.955 3.694 -2.379 0.2242
```

Output
HOMO (alpha / beta)	-11.32 / -11.31	eV
net charge	+1
total energy	-542.736470	Eh
⟨S²⟩	0.7685
HOMO-LUMO gap (alpha / beta)	6.83 / 3.22	eV
energy above the lowest of the compared OMol25 structures with the same formula, charge and spin	0.4653	eV
spin multiplicity	2

***

No. 3
This record from OMol25 describes a 2-piece molecular cluster, C14H16 overall at a distorted geometry. The level of theory is ωB97M-V with the def2-TZVPD basis set.

XYZ file:
```
30
Properties=species:S:1:pos:R:3:nbo_charge:R:1
C -2.744 -2.607 -1.154 -0.6477
C -1.776 -3.283 1.056 -0.2173
C -2.213 -2.264 0.212 -0.0059
C -1.265 -3.050 2.326 -0.1789
C -1.252 -1.724 2.755 -0.2338
C -1.956 -0.932 0.559 -0.2351
C -1.637 -0.710 1.899 -0.2153
H -1.930 -4.303 0.725 0.2164
H -0.846 -3.851 2.916 0.2240
H -3.297 -1.783 -1.631 0.2135
H -3.539 -3.327 -0.996 0.2321
H -0.944 -1.419 3.748 0.2179
H -2.275 -0.176 -0.147 0.2081
H -1.618 0.315 2.254 0.1983
H -2.048 -2.813 -1.966 0.2263
C 1.472 2.300 1.321 -0.7041
C 2.273 0.969 -0.718 -0.0840
C 1.699 2.142 -0.149 0.2442
C 2.680 0.967 -2.064 -0.2343
C 2.310 2.041 -2.840 0.0144
C 1.229 3.183 -0.960 -0.2450
C 1.389 3.016 -2.318 -0.0820
H 2.581 0.021 -0.309 0.2616
H 3.208 0.093 -2.400 0.2597
H 1.525 1.319 1.812 0.2505
H 0.402 2.406 1.507 0.2744
H 2.709 2.207 -3.835 0.2492
H 0.632 4.013 -0.620 0.2620
H 0.972 3.787 -2.930 0.2469
H 2.116 2.988 1.857 0.2837
```

Output
HOMO (alpha / beta)	-11.32 / -11.32	eV
net charge	+1
total energy	-542.708390	Eh
⟨S²⟩	0.7677
HOMO-LUMO gap (alpha / beta)	6.85 / 3.05	eV
energy above the lowest of the compared OMol25 structures with the same formula, charge and spin	1.2294	eV
spin multiplicity	2

***

No. 4
This record from OMol25 describes a 2-piece molecular cluster, C14H16 overall at a distorted geometry. The level of theory is ωB97M-V with the def2-TZVPD basis set.

XYZ file:
```
30
Properties=species:S:1:pos:R:3:nbo_charge:R:1
C 0.324 0.226 3.184 -0.6331
C -1.468 -2.325 0.950 -0.2158
C -2.720 -2.285 1.544 -0.2135
C -0.522 -1.408 1.431 -0.2266
C -0.735 -0.581 2.520 -0.0267
C -3.010 -1.356 2.538 -0.1929
C -2.040 -0.470 3.013 -0.2164
H -1.241 -3.110 0.245 0.2216
H -3.439 -3.040 1.259 0.2192
H 0.392 -1.256 0.859 0.1889
H -4.026 -1.223 2.888 0.2182
H 1.093 0.649 2.513 0.1914
H 0.917 -0.241 3.964 0.2398
H -2.473 0.147 3.788 0.2275
H -0.120 1.160 3.547 0.2221
C 0.020 1.677 -0.677 -0.6992
C 1.045 0.447 -4.039 -0.2156
C 2.436 0.284 -3.863 0.0204
C 0.306 0.904 -2.982 -0.1132
C 0.938 1.265 -1.746 0.2359
C 3.002 0.543 -2.576 -0.1078
C 2.336 1.205 -1.601 -0.2302
H 0.564 0.260 -4.988 0.2608
H 3.183 0.272 -4.649 0.2550
H -0.773 0.953 -2.993 0.2474
H 3.986 0.128 -2.373 0.2546
H 0.460 1.679 0.319 0.2595
H -0.944 1.175 -0.633 0.2753
H 2.695 1.559 -0.644 0.2578
H -0.185 2.760 -0.800 0.2957
```

Output
HOMO (alpha / beta)	-11.45 / -11.45	eV
net charge	+1
total energy	-542.719769	Eh
⟨S²⟩	0.7691
HOMO-LUMO gap (alpha / beta)	6.99 / 3.45	eV
energy above the lowest of the compared OMol25 structures with the same formula, charge and spin	0.9197	eV
spin multiplicity	2

***

No. 5
This record from OMol25 describes C14H16AsMnN4S6 as an isolated structure. The level of theory is ωB97M-V with the def2-TZVPD basis set.

XYZ file:
```
42
Properties=species:S:1:pos:R:3:nbo_charge:R:1
Mn 0.476 -1.675 0.104 0.2731
S 1.821 -5.206 2.599 -0.4493
As 2.191 -3.270 2.182 0.9102
S 2.017 -2.968 -0.226 -0.1905
S 0.128 -2.107 2.088 -0.1966
S 3.633 -1.998 2.801 -0.5002
N -0.181 -2.863 -2.873 -0.7476
C -1.176 -2.060 -2.509 0.3718
S -1.590 -1.958 -0.814 -0.0754
N -1.813 -1.388 -3.456 -0.5544
C -2.856 -0.403 -3.378 0.1952
C -3.890 -0.463 -2.456 -0.2561
C -4.855 0.536 -2.478 -0.1869
C -4.800 1.562 -3.409 -0.1955
C -3.777 1.586 -4.347 -0.1805
C -2.803 0.602 -4.334 -0.2524
H 0.268 -3.436 -2.175 0.4403
H 0.076 -3.007 -3.837 0.4152
H -1.434 -1.489 -4.388 0.4091
H -3.979 -1.289 -1.770 0.2368
H -5.673 0.492 -1.771 0.2305
H -5.563 2.328 -3.417 0.2328
H -3.734 2.371 -5.090 0.2335
H -2.000 0.625 -5.061 0.2203
N -0.971 1.274 1.063 -0.7488
C 0.337 1.118 1.261 0.3983
S 1.270 0.403 -0.054 -0.0534
N 0.870 1.515 2.393 -0.5430
C 2.237 1.512 2.859 0.1931
C 3.307 1.811 2.036 -0.2398
C 4.582 1.803 2.585 -0.1809
C 4.774 1.521 3.928 -0.1880
C 3.684 1.250 4.743 -0.1794
C 2.408 1.246 4.207 -0.2419
H -1.366 0.939 0.199 0.4335
H -1.593 1.629 1.773 0.4133
H 0.217 1.811 3.107 0.4100
H 3.174 2.058 0.995 0.2296
H 5.428 2.027 1.950 0.2297
H 5.773 1.519 4.343 0.2317
H 3.826 1.029 5.792 0.2328
H 1.555 1.012 4.834 0.2201
```

Output
HOMO (alpha / beta)	-10.80 / -10.78	eV
net charge	+1
total energy	-6537.806719	Eh
⟨S²⟩	0.7899
HOMO-LUMO gap (alpha / beta)	5.97 / 6.31	eV
energy above the lowest of the compared OMol25 structures with the same formula, charge and spin	1.0778	eV
spin multiplicity	2

***

No. 6
This record from OMol25 describes a 6-piece molecular cluster, C14H16B2NO28S3 overall at a distorted geometry. The level of theory is ωB97M-V with the def2-TZVPD basis set.

XYZ file:
```
64
Properties=species:S:1:pos:R:3:nbo_charge:R:1
N 0.498 0.413 1.196 -0.8799
H 1.110 0.179 0.427 0.4720
H 0.757 -0.074 2.042 0.4439
H -0.497 0.315 1.051 0.4562
H 0.463 1.413 1.332 0.4319
O 4.831 -0.536 -7.250 -0.5482
C 4.796 -0.367 -5.991 0.6617
O 3.768 -0.778 -5.237 -0.6578
B 4.110 -0.753 -3.834 1.1888
O 5.556 -0.261 -3.820 -0.6545
C 5.982 -0.037 -5.079 0.6801
O 7.109 0.338 -5.415 -0.5423
O 3.310 0.177 -2.950 -0.6594
C 2.384 -0.535 -2.211 0.7173
O 1.507 -0.173 -1.434 -0.6309
C 2.665 -2.007 -2.396 0.6727
O 3.702 -2.075 -3.241 -0.6464
O 1.977 -2.921 -1.814 -0.5646
O -1.338 -2.213 0.169 -0.4835
C -2.484 -1.696 -0.095 0.6451
O -3.562 -2.319 -0.563 -0.6437
B -4.613 -1.382 -0.730 1.1670
O -3.948 -0.030 -0.516 -0.6212
C -2.765 -0.264 -0.056 0.6995
O -1.943 0.520 0.302 -0.5436
O -5.814 -1.656 0.117 -0.5843
C -7.007 -1.758 -0.598 0.7197
O -8.146 -1.866 -0.163 -0.3409
C -6.535 -1.588 -2.099 0.7024
O -5.223 -1.425 -2.095 -0.5165
O -7.361 -1.457 -3.022 -0.1549
C 3.638 4.332 -2.010 -0.0985
C 2.511 5.254 -2.696 -0.0916
O 1.306 4.909 -2.099 -0.6705
S 1.229 3.302 -1.666 2.4844
O 0.400 2.579 -2.603 -0.8342
O 0.918 3.132 -0.272 -0.9153
O 2.920 3.139 -1.798 -0.6652
H 3.892 4.803 -1.060 0.1676
H 4.674 4.291 -2.348 0.2320
H 2.525 5.048 -3.766 0.1871
H 2.716 6.316 -2.559 0.2052
C 2.815 -3.570 4.711 -0.1116
C 1.851 -4.328 3.929 -0.1144
O 1.820 -3.903 2.631 -0.6328
S 2.777 -2.601 2.408 2.4475
O 1.981 -1.357 2.612 -0.9459
O 3.607 -2.789 1.181 -0.7915
O 3.607 -2.823 3.816 -0.6458
H 3.594 -4.186 5.159 0.2031
H 2.513 -3.066 5.629 0.2026
H 0.932 -3.968 4.390 0.1862
H 1.902 -5.409 4.058 0.2148
C -4.748 0.789 4.046 -0.1037
C -5.165 1.131 2.610 -0.0884
O -4.208 2.099 2.187 -0.6879
S -3.017 2.342 3.279 2.4863
O -2.710 3.767 3.392 -0.8105
O -2.060 1.250 3.082 -0.9060
O -4.016 1.820 4.441 -0.6646
H -4.358 -0.225 4.133 0.1916
H -5.700 0.910 4.562 0.2037
H -6.177 1.530 2.680 0.1887
H -5.258 0.299 1.913 0.1922
```

Output
HOMO (alpha / beta)	-8.95 / -8.95	eV
total energy	-3948.906728	Eh
⟨S²⟩	0.7595
HOMO-LUMO gap (alpha / beta)	5.42 / 1.51	eV
energy above the lowest of the compared OMol25 structures with the same formula, charge and spin	1.1046	eV
spin multiplicity	2

***

No. 7
This record from OMol25 describes C14H16BBrO10P as an isolated structure at a distorted geometry. The level of theory is ωB97M-V with the def2-TZVPD basis set.

XYZ file:
```
43
Properties=species:S:1:pos:R:3:nbo_charge:R:1
C 0.766 4.326 -1.567 -0.7255
C -0.043 2.976 -1.965 0.8094
O -0.288 2.666 -3.163 -0.5546
O -0.499 2.200 -0.833 -0.5441
C 0.063 0.844 -0.881 -0.1082
C -1.155 -0.184 -1.085 -0.0860
P -0.847 -1.322 -2.618 1.4148
O -1.606 -0.838 -3.876 -1.0535
O -2.213 0.682 -1.638 -0.5174
C -3.494 0.063 -1.496 1.0079
O -4.582 0.358 -2.028 -0.5605
O -3.221 -0.996 -0.544 -0.5593
C -1.926 -0.833 0.174 0.5634
C -2.425 0.110 1.392 -0.8629
B -1.302 0.759 2.359 1.1892
O -0.608 2.022 2.127 -0.9081
O -0.911 -0.022 3.550 -1.0040
O -1.656 -2.269 0.404 -0.5276
C -0.451 -2.530 1.155 0.4821
O -0.600 -3.208 2.275 -0.5456
C 1.042 -2.122 0.763 -0.1317
C 1.972 -1.515 1.936 -0.2200
C 3.424 -1.019 1.724 -0.2718
C 4.009 -1.054 0.277 -0.2615
C 3.171 -1.741 -0.857 -0.2513
C 1.712 -2.300 -0.631 -0.2914
H -0.011 5.032 -1.100 0.2436
H 1.285 4.769 -2.480 0.2385
H 1.505 3.989 -0.742 0.2366
H 0.669 0.715 0.077 0.2438
H 0.748 0.795 -1.814 0.2135
H -1.108 -2.690 -2.279 -0.0371
H 0.573 -1.220 -2.911 -0.0563
H -3.113 -0.546 2.056 0.2798
H -3.103 0.983 1.037 0.2636
H 0.212 1.915 2.680 0.4957
H -1.291 0.392 4.381 0.4971
H 1.530 -1.469 3.032 0.2456
H 4.031 -0.635 2.629 0.2201
H 5.053 -0.613 0.118 0.2110
H 3.685 -1.830 -1.879 0.2130
H 1.149 -2.837 -1.467 0.2153
Br -0.145 -1.804 3.708 -0.2053
```

Output
HOMO	-2.52	eV
net charge	-1
total energy	-4235.355391	Eh
HOMO-LUMO gap	4.87	eV
energy above the lowest of the compared OMol25 structures with the same formula, charge and spin	11.1039	eV
spin multiplicity	1